1.
C45H46F16NO5PS | the ωB97M-V functional and the def2-TZVPD basis

Geometry as XYZ:
```
115
Properties=species:S:1:pos:R:3:forces:R:3:mulliken_charge:R:1
C 4.4045 5.6497 -2.7664 0.3337 0.5336 0.4622 -0.82
C 3.6381 6.5698 -1.6577 -0.0117 -0.4578 -0.9046 -0.38
C 2.0636 6.7721 -2.0189 1.2334 -0.1619 0.0122 -0.34
O 1.2690 5.9013 -1.1634 -1.0834 -0.1765 -1.6813 -0.30
C 0.1379 5.3563 -1.8822 -1.4513 -0.9043 0.2364 -0.18
C 0.5124 3.8548 -2.4191 2.6922 2.5130 -1.7835 0.64
O 1.6018 3.7701 -3.0358 -4.1058 -1.1779 2.3263 -0.49
O -0.4581 2.8626 -2.1751 2.0553 1.0836 0.7233 -0.30
C 0.0252 1.6121 -1.6107 -2.3337 -1.7361 -0.9610 -0.06
C -1.3344 0.9745 -0.9292 -0.2106 1.5133 -0.2798 -1.26
C -1.1295 -0.1367 0.1801 -0.8544 -0.9971 0.8659 -1.08
C -1.3534 -1.6761 -0.2671 -2.4173 0.8471 -1.2585 0.98
F -1.7589 -1.7764 -1.6608 1.0204 0.3482 3.1023 -0.26
F -2.5158 -2.1921 0.4360 3.0374 0.6792 -1.3141 -0.34
C -0.0554 -2.6099 -0.1543 0.7550 0.4118 -4.6258 0.45
F 1.1057 -1.8519 -0.5539 -3.3079 -1.8841 1.1070 -0.17
F -0.1856 -3.6121 -1.1867 0.2424 2.1236 3.2960 -0.29
S 0.3160 -3.3835 1.4889 3.5103 -2.1745 2.8921 1.29
F -1.0044 -4.3967 1.4638 2.0365 2.2030 -0.2043 -0.29
F -0.4293 -2.2030 2.3940 0.5269 -1.8800 -1.7947 -0.30
F 1.7483 -2.4693 1.6132 -2.5397 -1.4396 0.1682 -0.29
F 1.2611 -4.5414 0.6720 -1.8953 1.7583 1.4517 -0.33
F 0.7679 -4.1207 2.9278 -0.9748 1.2183 -2.3733 -0.29
N 1.0032 1.7611 -0.5261 -0.8082 0.6832 -0.8713 0.90
C 2.4084 1.5987 -0.8044 5.6440 4.1426 0.5525 0.07
O 3.1996 2.5816 -0.7622 -3.9611 -4.9219 -0.1481 -0.44
F 3.0541 0.3347 -1.0709 -3.0625 2.6206 0.7211 -0.18
C 0.6538 2.5906 0.6052 3.5846 0.0247 5.7431 0.35
O 1.3055 2.4311 1.6782 -3.2855 0.8203 -5.1078 -0.55
F -0.3450 3.6118 0.6436 2.0037 -2.9261 -1.4316 -0.10
P 0.4686 0.2808 -2.9443 1.0430 -1.2922 0.0203 0.68
C 1.9232 0.8228 -4.0358 -0.1725 -0.0215 -1.2483 -0.96
C -0.9238 0.0924 -4.2227 -0.4489 1.2427 -1.7799 -0.65
C -1.6444 1.4443 -4.7004 -0.7363 0.1802 1.3420 -0.91
H 3.9945 5.8373 -3.8175 0.5219 -0.3399 1.4739 0.26
H 4.3793 4.5336 -2.5162 -0.2011 1.6461 -0.4083 0.08
H 5.5047 5.9836 -2.7574 -1.5517 -0.6235 -0.1068 0.34
H 3.7768 6.0325 -0.6425 -0.4550 1.2499 -1.5276 0.22
H 4.1670 7.5910 -1.6824 -0.9166 -1.5013 0.3364 0.31
H 1.7090 7.8509 -1.8680 0.5669 -1.3967 -0.1460 0.31
H 1.9109 6.4699 -3.1113 0.2354 0.5002 1.4750 0.23
H -0.1743 6.0241 -2.7747 0.6699 -1.1992 1.2210 0.37
H -0.8167 5.2711 -1.2277 2.5817 0.0962 -1.0188 0.03
H -1.8270 1.8919 -0.4099 0.8296 -1.5587 -0.7867 0.46
H -2.0790 0.7060 -1.7779 1.3898 0.1097 1.5694 0.46
H -0.1484 -0.1291 0.7686 -1.2024 0.4008 -1.1467 0.49
H -1.9496 0.0476 0.9842 1.3603 -0.4959 -1.4281 0.39
H 1.5563 1.6129 -4.7764 0.8789 -0.8049 1.1261 0.24
H 2.2038 -0.1049 -4.6772 -0.6075 1.3347 1.2349 0.38
H 2.8698 1.1272 -3.4835 -1.4848 -0.1849 -0.6537 0.34
H -1.7361 -0.6620 -3.9559 1.3003 0.9633 0.0860 0.38
H -0.4001 -0.3381 -5.1684 -0.6270 0.6847 1.7509 0.44
H -2.2431 1.8399 -3.7854 0.9110 -0.5049 -1.6079 0.14
H -2.4261 1.2175 -5.5049 1.3578 0.4416 0.8956 0.41
H -0.9193 2.2935 -4.9724 -1.0663 -1.4842 0.1140 0.18
F 4.7755 -7.1266 7.2811 0.0874 -0.0362 0.0542 -0.20
C 3.9482 -6.1192 6.9575 -0.5766 0.7134 -0.2351 0.35
C 3.8297 -5.0342 7.8123 0.1229 -0.0419 0.1456 -0.48
C 2.9764 -3.9883 7.4746 -0.0588 -0.2247 -0.2789 -0.39
C 2.2435 -4.0447 6.2911 -0.0099 0.0412 0.0275 -0.61
C 2.3668 -5.1417 5.4428 0.1072 0.0619 0.2548 -0.32
C 3.2282 -6.1826 5.7746 0.0579 -0.1681 -0.0501 -0.43
H 4.4017 -5.0118 8.7328 -0.0062 -0.0307 -0.0715 0.41
H 2.8819 -3.1308 8.1326 0.0307 -0.1186 -0.0443 0.36
H 1.5746 -3.2302 6.0305 0.0790 -0.0985 0.0159 0.39
H 1.7921 -5.1858 4.5235 0.1754 -0.0633 0.2054 0.53
H 3.3435 -7.0402 5.1219 0.0097 0.0235 0.0719 0.42
F -0.4691 -2.5553 -6.8366 -0.1341 0.1524 -0.1175 -0.31
C 0.3160 -3.3177 -6.0569 0.5482 -0.5494 0.5354 0.03
C 0.9361 -4.4332 -6.5984 -0.0444 0.0006 -0.2019 -0.45
C 1.7530 -5.2194 -5.7919 -0.1217 0.2493 0.2388 -0.40
C 1.9317 -4.8869 -4.4506 0.0241 -0.0329 -0.0253 -0.65
C 1.2998 -3.7671 -3.9166 0.1005 -0.1544 -0.2859 -0.48
C 0.4915 -2.9745 -4.7253 -0.1040 0.0934 0.0097 0.29
H 0.7787 -4.6806 -7.6419 -0.0061 0.0537 0.0559 0.43
H 2.2494 -6.0902 -6.2072 -0.0832 0.0994 0.0122 0.37
H 2.5659 -5.5033 -3.8210 -0.0772 0.0802 -0.0682 0.40
H 1.4367 -3.5120 -2.8722 0.0004 0.0345 -0.1790 0.38
H -0.0012 -2.0944 -4.3293 0.0874 -0.3370 0.0088 0.31
F -2.4376 5.9203 -0.9275 -0.6759 0.0997 -0.0005 -0.29
C -3.0720 6.6618 -0.0015 -0.5445 0.6112 0.7751 0.09
C -2.3977 7.0333 1.1512 0.2210 -0.1061 -0.0479 -0.25
C -3.0521 7.8045 2.1068 -0.2795 -0.0440 -0.2526 -0.59
C -4.3765 8.1858 1.9031 0.0085 0.0208 0.0491 -0.52
C -5.0450 7.8024 0.7435 0.3236 -0.0527 0.1262 -0.41
C -4.3875 7.0406 -0.2171 -0.0381 -0.1144 -0.1981 -0.14
H -1.3697 6.7201 1.2959 -0.0401 0.0121 -0.0483 0.49
H -2.5315 8.1074 3.0091 -0.0276 -0.0667 -0.1158 0.37
H -4.8877 8.7838 2.6511 0.0592 -0.0720 -0.0943 0.36
H -6.0779 8.0969 0.5882 0.1148 -0.0212 -0.0143 0.36
H -4.8891 6.7406 -1.1297 0.1240 -0.0119 0.0158 0.39
F -5.9369 6.4442 -3.6761 0.1715 0.0564 -0.0081 -0.28
C -7.1748 6.0173 -3.3805 -0.7831 -0.2748 0.1647 0.28
C -7.9282 5.3834 -4.3565 0.0940 -0.0213 -0.1466 -0.36
C -9.2094 4.9367 -4.0480 0.1121 0.1611 0.3170 -0.43
C -9.7263 5.1386 -2.7699 -0.0380 -0.0269 -0.0238 -0.45
C -8.9624 5.7808 -1.7993 0.0300 -0.0947 -0.2942 -0.46
C -7.6773 6.2177 -2.1043 0.1052 0.0827 0.0631 0.14
H -7.5124 5.2427 -5.3475 0.0149 0.0207 0.0786 0.41
H -9.8047 4.4326 -4.8020 0.0930 0.0732 0.0581 0.36
H -10.7276 4.7937 -2.5314 0.1239 0.0456 -0.0234 0.36
H -9.3678 5.9410 -0.8056 0.0820 -0.0157 -0.1013 0.36
H -7.0656 6.7115 -1.3588 -0.0614 -0.0103 -0.0646 0.05
F 3.8163 -13.8530 8.3592 -0.0648 -0.1594 0.0269 -0.31
C 4.3175 -12.6268 8.1423 0.3133 0.7599 -0.1368 0.26
C 5.5202 -12.4926 7.4657 0.0564 -0.1645 -0.0568 -0.35
C 6.0372 -11.2211 7.2364 -0.3413 0.0456 0.2162 -0.42
C 5.3507 -10.0991 7.6960 0.1384 0.0205 -0.0399 -0.45
C 4.1465 -10.2462 8.3786 0.2024 -0.2042 -0.1391 -0.35
C 3.6234 -11.5167 8.5985 -0.1292 -0.0622 0.0762 -0.37
H 6.0441 -13.3774 7.1229 -0.0740 0.0252 0.0286 0.40
H 6.9737 -11.1042 6.7012 -0.0950 -0.0489 0.0683 0.36
H 5.7565 -9.1090 7.5209 -0.0614 -0.1957 0.0350 0.46
H 3.6154 -9.3714 8.7394 0.0422 -0.1030 -0.0560 0.37
H 2.6828 -11.6495 9.1203 0.0656 -0.0405 -0.0223 0.40
```
Forces are in eV/Å.

SMILES	CCCOCC(=O)O[C@](CCC(F)(F)C(F)(F)S(F)(F)(F)(F)F)(N(C(=O)F)C(=O)F)P(C)CC.Fc1ccccc1.Fc1ccccc1.Fc1ccccc1.Fc1ccccc1.Fc1ccccc1
calculated total energy	-122733.46336	eV
net charge	0


2.
C45H46LuNP2Si | the ωB97M-V functional and the def2-TZVPD basis

Geometry as XYZ:
```
96
Properties=species:S:1:pos:R:3:forces:R:3:mulliken_charge:R:1
C -1.1737 2.1061 -3.8892 -0.0074 0.4194 0.1254 -0.74
C -1.2051 2.6347 -2.5798 0.5909 0.1270 -0.6832 1.01
C -0.7013 3.9254 -2.3571 -0.1386 -0.0554 -0.0785 -0.92
C -0.2583 4.7031 -3.4232 0.1025 -0.0489 -0.0851 -0.59
C -0.2934 4.1992 -4.7247 0.2702 -0.3129 -0.0966 -0.76
C -0.7159 2.8840 -4.9567 -0.2477 0.2406 0.2984 -0.45
P -1.7143 1.5897 -1.1919 -1.2154 0.3377 -0.0489 1.72
C -2.3869 2.7275 0.0925 -0.1065 0.2426 0.4330 0.92
C -1.4965 3.4528 0.9226 -0.2808 -0.3644 -0.2071 -0.32
C -1.9826 4.3308 1.8913 -0.1519 0.0037 0.0779 -0.86
C -3.3653 4.5120 2.0508 0.0427 -0.4643 -0.4217 -0.66
C -4.2565 3.7629 1.2654 0.2269 -0.1276 -0.0538 -0.71
C -3.7732 2.8601 0.3035 0.2018 0.1053 0.0696 -0.69
Lu -0.1979 0.0140 0.4645 -0.0160 -0.4506 -0.2622 1.08
P 2.0253 0.0648 -1.1690 0.7094 -0.5681 -0.1154 1.34
C 2.7416 1.7048 -1.4821 0.1966 0.4600 -0.3370 0.25
C 3.1938 2.0262 -2.7681 -0.2562 0.4569 0.0784 -0.82
C 3.3013 3.3716 -3.1367 0.3489 -0.0258 0.2791 -0.71
C 3.2965 4.3605 -2.1475 -0.2329 0.1466 0.0134 -0.54
C 3.0805 4.0202 -0.8041 0.0498 -0.3781 -0.0486 -0.90
C 2.7346 2.7027 -0.4818 -0.2882 -0.0387 -0.5984 -0.23
C 3.3201 -0.7951 -0.2430 0.3783 -0.4111 0.3692 0.82
C 3.1587 -2.1746 0.0062 0.1300 0.3251 0.3464 -0.92
C 4.0885 -2.8383 0.8075 0.0884 0.1482 -0.0806 -0.58
C 5.2074 -2.1532 1.3022 -0.1318 0.2319 -0.2299 -0.67
C 5.3791 -0.7915 1.0305 -0.2553 -0.1249 -0.0894 -0.69
C 4.4288 -0.1020 0.2728 -0.2311 -0.4469 0.0571 -0.68
C 1.8238 -0.9534 -2.6863 -0.3881 -0.1626 -0.1582 0.24
C 0.5327 -1.2397 -3.2134 0.7955 0.2683 0.1002 -0.10
C 0.4109 -1.8219 -4.4702 0.1762 -0.1524 -0.0042 -1.08
C 1.5663 -2.1794 -5.1854 0.0267 -0.0180 0.3309 -0.73
C 2.8377 -1.9529 -4.6435 -0.1355 -0.1236 0.0157 -0.73
C 2.9687 -1.3370 -3.3970 -0.2620 0.0402 0.1181 -0.69
C -3.1329 0.6219 -1.8252 -0.1616 -0.4173 0.1443 0.10
C -3.9145 1.0553 -2.9048 -0.1020 -0.0035 -0.0511 -0.41
C -4.9160 0.2310 -3.4235 0.1037 -0.1751 0.2875 -0.78
C -5.1593 -1.0271 -2.8580 0.2972 0.2026 -0.0823 -0.77
C -4.4048 -1.4520 -1.7610 -0.2189 -0.0378 -0.0955 -0.48
C -3.4143 -0.6307 -1.2370 0.2743 0.3017 -0.1220 -0.29
H 2.3011 -2.7173 -0.4126 0.3773 0.2134 0.1189 0.68
H 3.9473 -3.8934 1.0440 0.0942 0.2539 -0.1382 0.52
H 5.9626 -2.6826 1.8792 -0.2235 0.0838 -0.0546 0.42
H 6.2449 -0.2496 1.4060 -0.1453 -0.2113 -0.0486 0.45
H 4.5390 0.9645 0.0784 0.1052 -0.3463 0.0565 0.42
H 3.4340 1.2406 -3.4841 -0.4938 0.2435 0.0382 0.55
H 3.3792 3.6343 -4.1966 0.3593 -0.0671 0.4703 0.47
H 3.4536 5.4145 -2.4193 -0.0749 -0.5840 0.1233 0.46
H 3.1657 4.7646 -0.0079 -0.1155 -0.1960 -0.3672 0.42
H 2.4705 2.4388 0.5443 0.0211 0.1099 -0.1173 0.69
H -0.3729 -0.8917 -2.7016 0.2699 -0.1817 -0.0341 0.90
H -0.5793 -1.9880 -4.9123 0.4514 0.0047 0.2658 0.56
H 1.4690 -2.6733 -6.1530 0.0451 0.2240 0.2370 0.43
H 3.7370 -2.2728 -5.1771 -0.3821 0.1580 0.1109 0.45
H 3.9595 -1.1400 -2.9729 -0.3301 -0.1255 -0.2009 0.55
H -3.7420 2.0334 -3.3589 -0.0282 -0.3314 0.1387 0.56
H -5.4915 0.5650 -4.2837 0.0658 -0.0491 0.2106 0.45
H -5.9129 -1.6827 -3.2924 0.1483 0.1845 0.1449 0.43
H -4.5746 -2.4414 -1.3267 -0.0112 0.3826 -0.1134 0.39
H -2.8369 -0.9845 -0.3738 -0.2115 0.0917 -0.4267 0.10
H -0.4095 3.3223 0.8145 -0.3372 0.1337 -0.0281 0.28
H -1.2783 4.8609 2.5396 -0.2889 -0.1109 -0.2922 0.46
H -3.7558 5.2098 2.7902 0.1634 -0.1748 -0.1632 0.42
H -5.3394 3.8676 1.4043 0.5213 -0.0191 -0.0500 0.43
H -4.4670 2.2424 -0.2816 0.2537 0.4163 0.2432 0.49
H -0.6684 4.3409 -1.3527 -0.0405 -0.0604 -0.1906 0.35
H 0.1498 5.6987 -3.2325 -0.2498 -0.3044 -0.0724 0.46
H 0.0824 4.8046 -5.5577 -0.2531 -0.2267 0.3612 0.41
H -0.6826 2.4611 -5.9653 -0.0510 0.1734 0.4005 0.47
H -1.4696 1.0744 -4.0744 -0.0475 0.2495 0.0265 0.36
H 1.3351 1.0359 -4.0302 -0.7367 0.2810 0.4447 0.58
H 0.7873 1.0592 -3.5016 0.8374 0.3277 -1.0319 -0.81
C -1.0790 -3.7086 -1.3488 -0.0906 -0.2096 -0.1533 -0.50
Si -1.0770 -3.6111 0.4993 0.4845 0.4135 0.4356 0.11
C -2.6229 -4.2805 1.2568 0.0610 -0.4429 -0.1113 -1.06
C 0.4821 -4.3728 1.2529 -0.0678 -0.1885 -0.1810 -1.28
N -1.0856 -1.8779 0.8898 0.1440 0.6977 0.5095 0.37
C -1.0648 -1.3663 2.2138 -0.2788 -0.4066 -0.9744 0.10
C -1.7190 -0.0931 2.3330 0.3455 -0.3290 1.1023 -0.49
C -1.1999 0.8368 3.2537 -0.2274 -0.2993 0.5739 -0.30
C -0.1696 0.4545 4.1148 0.1830 0.7004 -0.3441 -0.79
C 0.3556 -0.8371 4.0680 -0.1293 -0.5864 0.2775 -0.72
C -0.1217 -1.7940 3.1733 0.0421 1.0316 0.1817 -0.55
H -1.2156 -4.7667 -1.6184 0.0568 0.2616 -0.1115 0.53
H -0.1569 -3.3490 -1.8205 -0.1296 -0.1399 0.1257 0.07
H -1.9227 -3.1411 -1.7618 0.1246 -0.1263 0.0009 0.10
H -2.7116 -5.3570 1.0799 -0.0730 0.0712 0.0057 0.40
H -2.6516 -4.1301 2.3339 0.0339 0.0623 0.1298 0.35
H -3.4901 -3.7905 0.8234 -0.2006 0.0368 -0.0566 0.27
H 1.3211 -3.6577 1.3294 -0.4104 -0.3412 0.0024 0.18
H 0.2711 -4.7991 2.2459 0.1487 0.1160 -0.2533 0.48
H 0.8078 -5.2016 0.6097 0.0258 0.0794 0.1819 0.41
H -2.6613 0.0775 1.7954 0.5343 0.0619 -0.1013 0.69
H -1.6383 1.8221 3.3534 -0.0644 -0.0404 -0.0588 0.54
H 0.2478 1.1726 4.8253 -0.1995 -0.2295 -0.2691 0.45
H 1.1654 -1.0880 4.7520 -0.2218 -0.0680 -0.1190 0.45
H 0.3014 -2.7889 3.1272 0.0342 0.1824 -0.0491 0.38
```
Forces are in eV/Å.

calculated total energy	-108964.80034	eV
net charge	+2


| no. | E_HOMO (eV) |
| --- | --- |
| 1 | -8.68 |
| 2 | -13.69 |